# 1
8
Properties=species:S:1:pos:R:3:lowdin_charge:R:1 method="wB97M-V/def2-TZVPD" homo_energy_ev=-8.26 e_lumo_ev=0.905 smiles=[O-][N@+]12[C@@H]3[C@H]1[C@@H]32 gap_ev=9.16 total_charge=0
O 2.418 -0.194 -0.327 -0.069
N 1.260 -0.157 0.000 -0.363
C 0.015 -0.852 0.178 0.027
C 0.191 0.552 0.646 0.027
C 0.211 0.240 -0.798 -0.032
H -0.322 -1.834 0.381 0.132
H -0.015 0.590 -1.771 0.147
H 0.058 1.272 1.409 0.132



# 2
61
Properties=species:S:1:pos:R:3:lowdin_charge:R:1 method="wB97M-V/def2-TZVPD" homo_energy_ev=-11.47 e_lumo_ev=-3.593 gap_ev=7.88 total_charge=+1
Sn -0.285 -1.290 1.067 1.454
S -1.987 -3.807 -1.234 1.030
S 2.169 -2.896 -0.406 0.605
S 3.784 -1.585 -0.373 0.727
F 5.190 3.095 0.006 0.092
O -2.862 1.303 -0.894 0.114
O -1.840 0.124 0.682 -0.252
O 0.980 0.424 0.106 -0.221
O -1.144 -2.857 -0.389 -0.783
N 3.279 -6.544 -0.415 0.205
N -0.136 4.355 -0.326 0.022
N 7.113 -3.472 -0.528 0.213
C -1.112 -5.431 -1.053 -0.306
C -0.827 6.160 1.160 -0.012
C -1.913 1.104 -0.178 -0.585
C 3.510 4.726 -0.194 0.074
C 5.976 -3.346 -0.454 -0.214
C -0.740 2.050 -0.194 -0.027
C -3.487 -4.174 -0.246 -0.319
C 1.200 4.050 -0.249 -0.059
C 2.958 2.382 -0.054 0.077
C 0.604 1.636 -0.061 -0.278
C 3.543 -4.022 -0.376 -0.595
C -4.435 -2.974 -0.199 -0.276
C 2.179 5.068 -0.275 -0.121
C 3.888 3.390 -0.080 -0.242
C -1.258 -6.190 1.408 -0.088
C 1.595 2.694 -0.139 -0.035
C 1.787 6.509 -0.385 -0.126
C 4.598 -3.150 -0.384 -0.614
C -0.599 5.741 -0.291 -0.299
C -4.337 -2.212 1.116 -0.094
C -0.390 -5.666 0.268 -0.287
C 0.404 6.638 -1.008 -0.123
C 3.439 -5.408 -0.400 -0.220
C -1.041 3.383 -0.334 0.057
H -1.551 5.776 -0.830 0.155
H -1.854 -6.200 -1.256 0.096
H -2.082 3.662 -0.436 0.161
H -3.945 -5.023 -0.751 0.101
H 1.807 6.966 0.608 0.128
H -0.382 -5.430 -1.866 0.089
H 3.263 1.353 0.034 0.095
H 4.266 5.496 -0.223 0.140
H -5.460 -3.324 -0.327 0.114
H -0.627 -6.627 2.177 0.082
H -3.181 -4.466 0.756 0.073
H 0.061 7.670 -0.960 0.128
H 0.460 6.342 -2.057 0.132
H -1.927 -6.968 1.053 0.084
H -5.090 -1.431 1.140 0.084
H 0.399 -6.397 0.076 0.103
H -3.358 -1.739 1.216 0.033
H -1.123 7.203 1.193 0.094
H 0.097 -4.732 0.575 0.065
H 0.080 6.034 1.744 0.087
H -1.614 5.568 1.619 0.087
H -4.506 -2.874 1.962 0.082
H -4.211 -2.300 -1.029 0.106
H 2.520 7.040 -0.992 0.129
H -1.843 -5.404 1.881 0.060